Version P
Entry from the OMol25 dataset: C16H26N2O2 in the gas phase (ωB97M-V/def2-TZVPD).

Results
HOMO energy   -9.047 eV

```
! RIJCOSX wB97M-V def2-TZVPD def2/J DEFGRID3
* xyz 0 1
O 2.464 1.140 1.804
O -1.521 -2.607 1.018
C 1.546 0.339 1.914
C -0.759 -1.696 0.795
N 0.307 0.489 1.308
N -0.039 -1.665 -0.410
C 1.510 -0.819 2.889
C -0.627 -0.559 1.814
C 0.018 -0.957 3.140
C -2.064 3.777 -0.061
C -1.262 3.893 1.275
C -1.276 2.963 -1.108
C 1.039 -2.122 -3.545
C 2.174 -2.384 -2.580
C -0.804 2.553 1.816
C -0.887 1.591 -0.579
C -0.263 -2.403 -2.770
C 1.597 -3.209 -1.410
C -0.068 1.772 0.699
C 0.134 -2.788 -1.343
H 0.556 -0.834 -0.532
H 2.049 -0.613 3.833
H 1.952 -1.671 2.363
H -1.660 -0.182 1.949
H -0.310 -0.232 3.907
H -0.284 -1.962 3.447
H -3.043 3.277 0.140
H -2.311 4.789 -0.456
H -1.929 4.289 2.053
H -0.439 4.560 1.190
H -1.935 2.769 -1.966
H -0.342 3.477 -1.396
H 1.094 -1.135 -3.966
H 1.148 -2.816 -4.401
H 2.570 -1.432 -2.207
H 2.987 -2.909 -3.033
H -0.161 2.671 2.688
H -1.693 2.018 2.153
H -1.768 0.953 -0.317
H -0.296 1.058 -1.316
H -0.748 -3.234 -3.287
H -0.927 -1.542 -2.839
H 1.735 -4.289 -1.633
H 2.159 -3.024 -0.482
H 0.831 2.327 0.421
H -0.455 -3.618 -0.975
*
```



Version Q
Entry from the OMol25 dataset: C16H26N2O2 in the gas phase (ωB97M-V/def2-TZVPD).

Results
HOMO energy   -8.312 eV

```
! RIJCOSX wB97M-V def2-TZVPD def2/J DEFGRID3
* xyz 0 1
C 0.228 -1.543 0.857
H -0.353 -1.860 -0.005
H 1.280 -1.532 0.586
H 0.098 -2.279 1.646
C -0.218 -0.144 1.317
N -1.680 -0.083 1.248
C -2.387 -0.996 2.130
H -1.961 -1.996 2.062
C -3.852 -1.059 1.692
O -4.464 0.205 1.767
C -3.759 1.129 0.971
H -4.261 2.090 1.101
C -2.287 1.231 1.378
H -1.799 1.927 0.701
H -2.232 1.612 2.413
H -3.812 0.827 -0.085
H -4.423 -1.718 2.349
H -3.902 -1.437 0.659
H -2.356 -0.662 3.182
C 0.351 0.122 2.723
H 1.438 0.113 2.686
H 0.027 1.092 3.091
H 0.026 -0.644 3.423
C 0.401 0.902 0.364
N -0.309 0.986 -0.897
H -0.481 0.050 -1.248
C 0.307 1.824 -1.907
H 0.940 2.564 -1.413
C 1.130 1.069 -2.981
C 2.142 0.148 -2.333
C 3.283 0.689 -1.749
C 4.201 -0.125 -1.114
C 3.994 -1.495 -1.058
C 2.870 -2.042 -1.650
C 1.949 -1.225 -2.284
H 1.085 -1.666 -2.760
H 2.706 -3.109 -1.618
H 4.711 -2.131 -0.561
H 5.081 0.307 -0.662
H 3.447 1.757 -1.793
O 0.274 0.407 -3.884
H -0.434 -0.017 -3.385
H 1.665 1.809 -3.589
H -0.492 2.360 -2.437
H 1.466 0.647 0.238
H 0.364 1.895 0.827
*
```



The calculated energies rank the structures as follows, beginning with the most stable: version P, version Q.